Computed, not measured: C5H6N2 in the gas phase at a distorted geometry, with ωB97M-V with the def2-TZVPD basis set.

Its highest occupied orbital energy is -0.3636 hartree. As for the relative energy (zero: lowest compared OMol25 entry of this formula, charge and spin): 58.8 kcal per mole. The SMILES is N#C[C@H]1C[C@H]2CN21. For the molecular weight, the calculation gives 94.12 g mol⁻¹.

ORCA input file:
```
! RIJCOSX wB97M-V def2-TZVPD def2/J DEFGRID3
* xyz 0 1
H 0.34716 1.79108 0.05783
H 1.42595 -1.65070 -0.23594
C -0.55379 -0.64685 -0.54079
H -0.96086 -1.65625 -0.41909
H -0.32757 1.83506 1.76780
C -0.03136 1.23128 0.91440
C 0.49024 -0.12140 1.14622
C 0.95670 -0.66640 -0.20955
N -1.50308 0.42861 -2.73090
N -0.92248 0.08399 0.70100
H 0.57781 -0.61075 2.10306
C -1.06666 -0.06628 -1.78049
H 1.56792 0.04861 -0.77355
*
```

---

Computed, not measured: 2 unconnected molecules or ions with the total composition C6H14S3, with ωB97M-V with the def2-TZVPD basis set.

Its highest occupied orbital energy is -0.3069 hartree. As for the relative energy (zero: lowest compared OMol25 entry of this formula, charge and spin): 8.4 kcal per mole. The SMILES is C1CSCCS1.CSC. For the molecular weight, the calculation gives 182.38 g mol⁻¹.

ORCA input file:
```
! RIJCOSX wB97M-V def2-TZVPD def2/J DEFGRID3
* xyz 0 1
C 0.63197 -0.92190 1.21215
H 2.56542 2.30431 -0.57051
H 0.43378 -1.95925 1.54392
C 2.36723 1.26696 -0.23874
S 0.82946 -1.03295 -0.58294
C -2.58632 -1.05299 0.32575
H -0.26160 -0.31475 1.45372
H 2.75484 -0.96698 1.67003
C 1.14009 0.71187 -0.94741
S -2.29273 0.68896 -0.02235
H -2.74426 -1.16252 1.41188
H -1.88161 1.57295 -2.19913
S 2.16973 1.37801 1.55636
H 3.26080 0.65981 -0.48031
C -2.07722 0.56138 -1.80533
H 1.72101 -0.41073 3.01830
C 1.85910 -0.36681 1.92082
H -3.48265 -1.42387 -0.19926
H 1.27819 0.75579 -2.04488
H 0.24435 1.31204 -0.69662
H -1.22349 -0.08769 -2.06313
H -1.72382 -1.67425 0.03124
H -2.98232 0.16269 -2.29364
*
```

---

Computed, not measured: C3H8O2 in the gas phase at a distorted geometry, with ωB97M-V with the def2-TZVPD basis set.

Its highest occupied orbital energy is -0.3717 hartree. As for the relative energy (zero: lowest compared OMol25 entry of this formula, charge and spin): 37.7 kcal per mole. The SMILES is C[C@@H](O)CO. For the molecular weight, the calculation gives 76.09 g mol⁻¹.

ORCA input file:
```
! RIJCOSX wB97M-V def2-TZVPD def2/J DEFGRID3
* xyz 0 1
O 1.44226 0.27386 -0.61748
O -0.97433 -1.17497 -0.36489
C 0.95828 -0.24467 0.65114
C -0.50802 -0.09066 0.46257
H -2.19456 1.17331 0.07274
H -0.35227 -1.31070 -1.08645
C -1.06818 1.16592 -0.08127
H 1.22129 0.27209 1.62324
H -0.89562 1.27437 -1.17834
H 1.13884 -1.38474 0.74095
H -0.87926 -0.36816 1.41875
H -0.50335 1.97116 0.54906
H 2.42892 0.59792 -0.47563
*
```

---

Computed, not measured: C3H8BNO2 in the gas phase at a distorted geometry, with ωB97M-V with the def2-TZVPD basis set.

Its highest occupied orbital energy is -0.2900 hartree. As for the relative energy (zero: lowest compared OMol25 entry of this formula, charge and spin): 87.6 kcal per mole. For the molecular weight, the calculation gives 100.91 g mol⁻¹.

ORCA input file:
```
! RIJCOSX wB97M-V def2-TZVPD def2/J DEFGRID3
* xyz 0 1
N 1.64501 0.72110 0.03649
O -0.75914 1.44854 -0.13596
H -2.62478 1.12172 -1.04659
H -2.17365 -0.65937 1.26342
C 2.42567 -0.50947 -0.06357
H -2.55266 1.47925 0.70168
H 1.75012 -1.40918 0.33689
H -2.69203 -1.03290 -0.62553
O -0.81206 -1.25508 -0.12387
H 3.27202 -0.35121 0.59927
C -2.05142 0.96090 -0.06846
H 2.23191 1.51330 0.27267
H 2.72396 -0.74218 -1.14752
C -1.98746 -0.63920 0.10376
B 0.33344 0.78577 -0.02244
*
```

---

Computed, not measured: a molecular structure, C8H22B3ClFIN2O4 at a distorted geometry, with ωB97M-V with the def2-TZVPD basis set.

Its highest occupied orbital energy is -0.2006 hartree. For the molecular weight, the calculation gives 424.07 g mol⁻¹.

ORCA input file:
```
! RIJCOSX wB97M-V def2-TZVPD def2/J DEFGRID3
* xyz 0 1
H 5.44587 0.37805 0.48387
F 3.23215 -0.64324 3.79268
H 4.48565 -0.40486 2.72258
C 5.01728 -1.11004 2.02864
H -2.60274 5.46058 -1.82057
H 4.56673 -2.67140 0.61943
O -2.76416 -1.48831 -2.32083
C 1.25521 -0.68532 2.05862
C 3.06528 -1.16774 0.33366
O -6.53471 -0.38720 0.06920
B -3.09436 1.08677 -1.85856
H 1.61853 0.41284 0.25749
H 0.57399 -1.41888 1.59602
H -0.39703 -1.99369 -1.50435
H 6.53973 -1.01953 0.45819
C 4.01577 -1.95239 1.24367
B -1.70376 -0.60329 -2.04482
H 3.64576 -0.68733 -0.46255
B -3.99389 -0.90488 -2.13407
H -3.64108 4.38802 -1.05914
N -0.46046 -0.97847 -1.43201
H -4.09547 5.98780 -1.28875
H 2.39890 -1.88267 -0.16860
H 0.64577 0.10962 2.50111
N -3.31053 5.36462 -1.08891
H 2.84552 0.64761 1.49053
H 1.80408 -1.17104 2.87056
H -0.54814 -0.74681 -0.43878
H 6.70130 0.21848 1.71205
C -6.30960 -0.63611 -1.02262
C -5.24506 -1.64161 -1.47780
H -4.90435 -2.23812 -0.62348
O -1.84875 0.79318 -2.32606
O -4.13827 0.46062 -2.50318
H -5.74347 -2.26189 -2.23938
Cl -3.35420 2.16748 -0.44147
H -2.90072 5.60974 -0.18442
H 3.43477 -2.54891 1.95079
C 5.97765 -0.34088 1.11334
H 5.60384 -1.77493 2.66943
I -7.49432 0.38320 -2.55566
C 2.21128 -0.10906 1.02411
*
```

---

Computed, not measured: a molecular structure, C30H37N6O3S2SiY, with ωB97M-V with the def2-TZVPD basis set.

Its highest occupied orbital energy is -0.2345 hartree. As for the relative energy (zero: lowest compared OMol25 entry of this formula, charge and spin): 2.0 kcal per mole. For the molecular weight, the calculation gives 710.79 g mol⁻¹.

ORCA input file:
```
! RIJCOSX wB97M-V def2-TZVPD def2/J DEFGRID3
* xyz 0 1
H -0.24776 0.16775 -3.80549
C 2.69872 0.36579 3.40653
C 0.05083 -4.05438 0.52601
C -2.90660 -1.98337 -2.10125
C -3.40742 -3.05372 -2.79664
H -1.05500 -2.93816 -0.92430
N 0.10965 0.78230 1.62881
C 0.96807 -2.70278 2.26106
C 4.02923 2.80714 0.77244
N -0.33692 -1.69154 0.54234
H 5.87785 2.49801 1.82734
H -4.32403 2.92320 -3.25360
H 3.05191 1.86569 -3.06985
H 0.15347 -1.00789 -4.97914
N -0.20831 -0.81883 -4.05950
H -3.34255 -1.69731 -1.15444
C 0.88052 -0.49058 4.72603
C 1.65636 -0.37681 5.87152
Si 1.80316 0.20873 -1.64560
H -3.84107 2.72791 -0.06187
H 4.48636 0.84939 4.47318
H -4.26836 -3.59205 -2.42910
C 2.29173 1.10917 -3.27384
H 3.09205 0.66570 2.44520
C 4.21793 0.14926 0.02856
H 1.68188 -2.09705 -2.61595
H 3.94514 3.84812 1.06125
H -0.13529 -0.86249 4.79165
C 3.05367 2.22990 -0.02913
H 4.31483 -0.89162 -0.25585
H 1.24806 -4.82181 2.14094
C 3.47495 0.47153 4.54891
N -1.84206 -1.25361 -2.48628
H 0.90730 4.20288 2.91669
C -3.79199 2.14030 -3.79321
O -2.62628 1.52786 -1.81782
C 5.20189 0.71745 0.83206
H 2.29666 -2.16729 -0.96094
H -3.58201 2.45935 -4.81018
C -0.06557 3.03364 1.57308
S -1.01813 3.07889 0.13220
C -0.48842 -2.89863 -0.00600
C -5.48284 -0.18596 1.39706
C 3.12526 0.89038 -0.43201
H 2.71372 0.40625 -3.99742
H -3.08584 -4.28288 -4.54765
C 5.11242 2.05105 1.20510
H 6.04094 0.11771 1.16488
H 3.56153 0.18756 6.67688
C 0.39195 -1.58320 1.66623
H -5.53118 2.51302 0.49528
H -0.10500 -4.99998 0.02792
H -1.14237 -2.94666 -5.30664
H -5.50567 -1.26718 1.27825
H -4.15491 2.26101 1.63253
H 2.21735 2.83609 -0.36529
H 1.45180 1.62408 -3.74644
H 1.24585 -0.66150 6.83162
C -4.50154 2.17610 0.60389
C 2.95599 0.10222 5.78406
N 0.24287 4.21299 2.16167
O -1.43801 1.75361 -3.67539
H -6.48324 0.22489 1.27761
S -4.42791 0.46431 0.10455
H -4.42772 1.25339 -3.80984
C 2.34705 -1.60618 -1.90011
C -2.51145 1.79702 -3.06962
C -1.25650 -1.57286 -3.65269
C -1.67468 -2.69802 -4.39823
H 0.07319 5.06372 1.65752
H -5.06123 0.07720 2.36531
C -2.75040 -3.42874 -3.97403
H 3.36768 -1.68886 -2.28529
O -3.06311 -0.07096 0.48489
N 0.38108 1.97322 2.21363
H 1.55726 -2.57884 3.15779
Y -0.97216 0.46643 -0.63169
C 0.79640 -3.94848 1.68922
C 1.39751 -0.11549 3.49243
C 0.59144 -0.24648 2.24820
*
```

---

Which of these has the lowest molecular weight?
C3H8O2

---

Among the records above, which one has the highest highest occupied orbital energy?
C8H22B3ClFIN2O4

---

The lowest highest occupied orbital energy belongs to which entry?
C3H8O2